[1]
{"formula": "C24H26N4RuSSe2Si", "method": "ωB97M-V with the def2-TZVPD basis set", "s_squared": 6.04, "fmax_ev_per_a": 0.30, "total_charge": 2, "de_lowest_kj_mol": 11.2, "spin_multiplicity": 5, "elements": ["Ru", "Se", "Se", "C", "C", "C", "C", "C", "N", "C", "C", "C", "C", "C", "N", "H", "H", "H", "H", "H", "H", "H", "H", "S", "C", "C", "C", "C", "C", "N", "H", "H", "H", "H", "C", "Si", "C", "C", "N", "C", "C", "C", "C", "C", "C", "H", "H", "H", "H", "H", "H", "H", "H", "H", "H", "H", "H", "H", "H"], "xyz": [[-0.155, 0.689, -0.124], [1.268, 2.625, 2.516], [2.934, 1.045, 2.188], [3.077, 1.055, 0.267], [4.367, 1.147, -0.239], [4.567, 1.160, -1.608], [3.457, 1.125, -2.440], [2.209, 1.033, -1.865], [2.007, 0.960, -0.536], [-0.173, 1.455, 3.031], [-0.571, 1.444, 4.356], [-1.624, 0.624, 4.735], [-2.238, -0.161, 3.773], [-1.785, -0.086, 2.469], [-0.773, 0.710, 2.098], [5.201, 1.228, 0.445], [5.567, 1.221, -2.015], [3.549, 1.168, -3.516], [1.323, 1.007, -2.485], [-0.056, 2.065, 5.077], [-1.954, 0.601, 5.765], [-3.061, -0.817, 4.014], [-2.250, -0.672, 1.689], [-2.291, 0.898, -0.834], [-1.875, 2.615, -0.867], [-2.646, 3.713, -1.181], [-2.008, 4.947, -1.194], [-0.649, 5.041, -0.911], [0.050, 3.895, -0.592], [-0.568, 2.710, -0.558], [-3.695, 3.607, -1.414], [-2.569, 5.839, -1.439], [-0.141, 5.994, -0.938], [1.104, 3.902, -0.353], [0.133, -3.708, -2.235], [-0.681, -2.035, -2.256], [0.010, -0.930, -3.588], [-2.541, -2.131, -2.426], [-0.185, -1.256, -0.653], [-0.051, -2.074, 0.458], [-1.014, -3.056, 0.770], [-0.889, -3.801, 1.924], [0.200, -3.614, 2.774], [1.173, -2.674, 2.460], [1.050, -1.906, 1.319], [0.296, -4.032, -3.266], [-0.487, -4.464, -1.751], [1.106, -3.700, -1.739], [-0.291, -1.341, -4.556], [1.100, -0.905, -3.583], [-0.387, 0.087, -3.544], [-2.735, -2.770, -3.294], [-2.998, -1.165, -2.638], [-3.064, -2.583, -1.585], [-1.864, -3.207, 0.121], [-1.640, -4.542, 2.166], [0.294, -4.216, 3.669], [2.038, -2.551, 3.100], [1.828, -1.213, 1.040]]}

[2]
{"formula": "C24H26N4RuSi", "method": "ωB97M-V with the def2-TZVPD basis set", "s_squared": 8.80, "fmax_ev_per_a": 3.92, "total_charge": 1, "de_lowest_kj_mol": 412.9, "spin_multiplicity": 6, "elements": ["C", "C", "C", "H", "C", "C", "H", "H", "H", "H", "Ru", "C", "H", "H", "H", "Si", "C", "C", "H", "C", "H", "C", "H", "C", "H", "C", "H", "C", "C", "H", "C", "H", "C", "H", "C", "H", "C", "H", "H", "H", "N", "C", "C", "N", "C", "C", "N", "C", "C", "N", "H", "H", "H", "H", "H", "H"], "xyz": [[0.460, 1.815, 1.561], [-0.540, 2.210, 0.652], [-1.818, 1.923, 1.207], [-0.381, 2.730, -0.290], [-1.612, 1.540, 2.603], [-0.180, 1.362, 2.780], [0.297, 1.087, 3.715], [1.539, 1.884, 1.428], [-2.791, 2.086, 0.738], [-2.370, 1.419, 3.373], [-1.174, -0.227, 1.644], [-0.433, -0.458, -0.480], [-1.547, -0.326, -0.464], [0.289, -0.443, 0.506], [-0.257, -1.384, -1.045], [0.600, 0.960, -2.411], [1.979, -0.086, -3.134], [3.176, 0.615, -3.477], [3.188, 1.713, -3.357], [4.336, -0.047, -3.883], [5.239, 0.540, -4.136], [4.365, -1.457, -3.930], [5.292, -1.965, -4.223], [3.209, -2.160, -3.530], [3.202, -3.257, -3.541], [2.036, -1.504, -3.090], [1.171, -2.072, -2.709], [-0.959, 1.266, -3.379], [-0.780, 1.747, -4.710], [-0.009, 1.285, -5.340], [-1.547, 2.838, -5.141], [-1.307, 3.318, -6.096], [-2.629, 3.307, -4.365], [-3.196, 4.189, -4.683], [-3.025, 2.551, -3.240], [-3.967, 2.792, -2.728], [-2.233, 1.480, -2.779], [-2.567, 0.842, -1.944], [-2.612, -0.743, 2.063], [1.236, 2.270, -2.683], [-0.508, -1.924, 5.941], [-1.192, -1.007, 6.729], [-2.028, -0.308, 5.875], [-1.884, -0.803, 4.594], [-0.927, -1.752, 4.635], [-0.248, -2.421, 3.518], [-0.139, -1.920, 2.272], [0.841, -2.629, 1.587], [1.301, -3.626, 2.407], [0.605, -3.496, 3.606], [0.266, -2.526, 6.250], [-1.020, -0.908, 7.785], [-2.655, 0.551, 6.119], [1.176, -2.360, 0.580], [2.041, -4.394, 2.206], [0.692, -4.116, 4.413]]}

[3]
{"formula": "C24H26N7SW", "method": "ωB97M-V with the def2-TZVPD basis set", "s_squared": 2.02, "fmax_ev_per_a": 0.67, "total_charge": 3, "de_lowest_kj_mol": 0.0, "spin_multiplicity": 3, "elements": ["W", "C", "C", "C", "C", "C", "C", "C", "N", "N", "C", "C", "C", "C", "C", "C", "N", "C", "C", "C", "C", "C", "C", "N", "H", "H", "H", "H", "H", "H", "H", "H", "H", "H", "H", "H", "H", "H", "H", "H", "H", "H", "H", "H", "C", "C", "N", "C", "C", "N", "H", "H", "H", "H", "H", "H", "S", "C", "N"], "xyz": [[0.073, -0.282, -0.558], [0.752, 2.112, 1.377], [-0.658, 2.254, 1.921], [-1.830, 1.699, 1.148], [-3.076, 2.264, 1.372], [-4.215, 1.687, 0.840], [-4.088, 0.513, 0.109], [-2.832, 0.001, -0.084], [-1.706, 0.597, 0.377], [1.202, 0.717, 1.112], [1.138, -0.142, 2.351], [0.214, -1.340, 2.255], [-0.052, -2.095, 3.380], [-0.837, -3.232, 3.267], [-1.338, -3.585, 2.018], [-1.046, -2.785, 0.940], [-0.285, -1.675, 1.048], [2.620, 0.766, 0.671], [3.009, -0.576, 0.136], [4.274, -1.103, 0.240], [4.532, -2.351, -0.317], [3.503, -3.037, -0.944], [2.256, -2.455, -1.010], [2.004, -1.235, -0.492], [1.428, 2.567, 2.106], [0.842, 2.673, 0.446], [-0.822, 3.322, 2.063], [-0.727, 1.822, 2.925], [-3.151, 3.152, 1.987], [-5.186, 2.132, 1.014], [-4.950, 0.000, -0.294], [-2.697, -0.915, -0.646], [0.865, 0.469, 3.210], [2.137, -0.525, 2.564], [0.358, -1.802, 4.339], [-1.052, -3.837, 4.138], [-1.946, -4.469, 1.888], [-1.412, -3.019, -0.051], [3.269, 1.117, 1.475], [2.714, 1.492, -0.132], [5.052, -0.551, 0.752], [5.523, -2.781, -0.252], [3.660, -4.014, -1.378], [1.428, -2.959, -1.486], [-2.250, 1.118, -3.135], [-0.913, 1.721, -2.874], [0.027, 1.404, -1.958], [1.059, 2.330, -2.145], [0.743, 3.181, -3.139], [-0.496, 2.779, -3.572], [-2.339, 0.132, -2.702], [-2.418, 1.041, -4.209], [-3.036, 1.760, -2.731], [1.976, 2.320, -1.589], [1.286, 4.003, -3.572], [-1.021, 3.218, -4.317], [-0.635, -2.448, -4.600], [-0.510, -1.824, -3.197], [-0.420, -1.329, -2.084]]}

[4]
{"formula": "C24H27AgFN7O3S", "method": "ωB97M-V with the def2-TZVPD basis set", "fmax_ev_per_a": 0.80, "total_charge": 0, "de_lowest_kj_mol": 0.0, "spin_multiplicity": 1, "elements": ["Ag", "C", "C", "N", "N", "C", "N", "S", "C", "C", "C", "C", "C", "N", "H", "H", "H", "H", "H", "H", "H", "H", "H", "C", "C", "N", "C", "C", "C", "O", "O", "C", "O", "C", "C", "C", "F", "C", "C", "C", "N", "C", "C", "N", "C", "C", "H", "H", "H", "H", "H", "H", "H", "H", "H", "H", "H", "H", "H", "H", "H", "H", "H", "H"], "xyz": [[1.362, -0.325, -3.635], [2.066, 3.748, -5.846], [2.042, 2.592, -4.888], [1.077, 1.757, -4.806], [0.012, 1.971, -5.623], [-0.836, 0.962, -5.704], [-1.914, 1.245, -6.511], [-0.737, -0.654, -5.104], [3.153, 2.410, -3.912], [3.822, 3.513, -3.383], [4.794, 3.312, -2.418], [5.087, 2.018, -2.014], [4.396, 0.975, -2.614], [3.461, 1.164, -3.543], [1.601, 3.445, -6.781], [3.088, 4.085, -6.031], [1.484, 4.593, -5.463], [-2.117, 2.218, -6.665], [-2.673, 0.590, -6.477], [3.565, 4.511, -3.716], [5.314, 4.156, -1.980], [5.838, 1.814, -1.263], [4.609, -0.059, -2.354], [-0.138, -4.756, 2.128], [0.916, -3.715, 2.482], [0.979, -2.624, 1.515], [1.887, -2.712, 0.482], [2.011, -1.838, -0.534], [3.037, -2.154, -1.633], [4.167, -2.461, -1.221], [2.582, -2.126, -2.802], [1.173, -0.660, -0.544], [1.258, 0.260, -1.343], [0.154, -0.604, 0.532], [-0.743, 0.456, 0.531], [-1.689, 0.550, 1.510], [-2.539, 1.612, 1.528], [-1.797, -0.413, 2.513], [-0.913, -1.470, 2.519], [0.084, -1.583, 1.537], [-2.774, -0.344, 3.560], [-4.091, 0.166, 3.222], [-5.071, -0.267, 4.290], [-4.597, 0.292, 5.611], [-3.195, -0.162, 5.938], [-2.284, 0.240, 4.797], [-0.131, -5.570, 2.855], [0.063, -5.172, 1.140], [-1.136, -4.315, 2.109], [1.903, -4.168, 2.513], [0.737, -3.302, 3.476], [2.550, -3.569, 0.530], [-0.663, 1.199, -0.254], [-1.048, -2.232, 3.277], [-4.414, -0.242, 2.267], [-4.116, 1.262, 3.131], [-5.092, -1.350, 4.393], [-6.074, 0.114, 4.110], [-5.240, 0.041, 6.360], [-4.597, 1.312, 5.543], [-3.234, -1.245, 6.037], [-2.907, 0.292, 6.883], [-1.281, -0.123, 5.006], [-2.231, 1.341, 4.738]]}